No. 1
{
  "formula": "C17H57CoN12O16",
  "method": "wB97M-V/def2-TZVPD",
  "lumo_energy_ev": [-1.50, -1.50],
  "total_energy_ev": -106823.4639,
  "charge": 1,
  "s_squared": 3.76,
  "multiplicity": 4,
  "species": ["Co", "C", "C", "C", "O", "H", "H", "H", "H", "H", "H", "H", "C", "O", "N", "N", "H", "H", "H", "H", "C", "O", "N", "N", "H", "H", "H", "H", "C", "O", "N", "N", "H", "H", "H", "H", "C", "O", "N", "N", "H", "H", "H", "H", "C", "O", "N", "N", "H", "H", "H", "H", "C", "O", "N", "N", "H", "H", "H", "H", "O", "H", "H", "C", "C", "O", "O", "H", "H", "H", "H", "H", "H", "C", "C", "O", "O", "H", "H", "H", "H", "H", "H", "C", "C", "O", "O", "H", "H", "H", "H", "H", "H", "C", "C", "O", "O", "H", "H", "H", "H", "H", "H"],
  "coordinates": [[-1.43, 0.38, -0.16], [-4.87, -0.45, -2.52], [-3.35, -0.50, -2.26], [-2.65, -0.48, -3.60], [-2.91, 0.48, -1.39], [-5.31, -0.91, -3.43], [-5.15, 0.63, -2.51], [-5.27, -0.81, -1.56], [-3.17, -1.48, -1.77], [-1.60, -0.85, -3.51], [-2.62, 0.60, -3.85], [-3.10, -1.05, -4.38], [1.21, -1.45, -4.01], [1.88, -2.29, -3.40], [0.49, -1.77, -5.14], [1.04, -0.12, -3.71], [0.59, -2.72, -5.49], [-0.02, -1.04, -5.61], [0.08, 0.19, -3.78], [1.52, 0.10, -2.84], [4.24, 0.86, 0.36], [3.69, 1.33, 1.36], [3.83, -0.33, -0.10], [5.28, 1.38, -0.40], [2.90, -0.69, 0.13], [4.11, -0.65, -1.03], [5.35, 2.39, -0.26], [5.38, 1.08, -1.38], [1.87, -1.00, 4.01], [1.26, -1.44, 3.05], [1.85, -1.58, 5.23], [2.51, 0.16, 3.74], [2.07, -1.15, 6.16], [1.39, -2.43, 5.33], [2.66, 0.17, 2.68], [3.33, 0.44, 4.28], [0.61, 2.53, -1.28], [0.19, 1.37, -1.28], [-0.10, 3.58, -1.84], [1.72, 2.83, -0.54], [0.40, 4.40, -2.10], [-1.08, 3.43, -2.20], [1.88, 2.06, 0.15], [1.94, 3.75, -0.27], [-0.13, -2.43, -0.42], [-0.57, -1.36, -0.90], [0.71, -3.28, -1.06], [-0.54, -2.84, 0.85], [0.94, -4.19, -0.80], [1.20, -2.88, -1.85], [-0.01, -3.61, 1.27], [-1.27, -2.35, 1.42], [-3.78, -0.93, 1.75], [-2.65, -1.04, 1.15], [-4.91, -0.49, 1.14], [-3.82, -1.40, 3.07], [-4.76, -0.09, 0.20], [-5.47, 0.06, 1.77], [-4.64, -1.54, 3.63], [-2.98, -1.66, 3.57], [2.45, 4.15, 2.28], [2.51, 4.84, 2.93], [2.84, 3.25, 2.52], [-3.94, 3.66, -1.52], [-3.44, 4.91, -0.91], [-2.50, 4.58, 0.05], [-2.84, 2.99, -2.12], [-4.72, 3.96, -2.25], [-4.36, 3.07, -0.70], [-4.18, 5.45, -0.34], [-3.05, 5.48, -1.78], [-1.60, 4.42, -0.37], [-2.88, 2.01, -2.00], [-1.11, -3.01, 5.28], [-0.56, -4.46, 4.95], [0.84, -4.28, 4.62], [-1.00, -2.10, 4.24], [-0.59, -2.65, 6.20], [-2.15, -3.11, 5.53], [-1.13, -4.95, 4.18], [-0.71, -4.97, 5.85], [1.27, -5.12, 4.62], [-0.08, -2.00, 3.82], [5.28, -0.71, -4.63], [5.05, -1.93, -3.68], [5.43, -1.67, -2.35], [4.35, 0.37, -4.21], [5.01, -0.98, -5.69], [6.24, -0.30, -4.58], [5.72, -2.73, -4.07], [3.97, -2.13, -3.71], [6.38, -1.75, -2.17], [3.41, 0.27, -4.39], [-0.67, 1.10, 2.61], [-1.20, 2.43, 2.09], [-2.09, 2.08, 1.01], [-0.02, 0.43, 1.54], [-1.64, 0.61, 2.78], [-0.01, 1.31, 3.46], [-0.38, 3.12, 1.81], [-1.85, 2.92, 2.90], [-2.36, 2.98, 0.70], [0.33, -0.45, 1.83]],
  "lowdin_charge": [0.78, -0.04, -0.58, -0.05, -0.31, 0.09, 0.08, 0.05, 0.13, 0.05, 0.09, 0.07, -0.63, -0.01, 0.16, 0.16, 0.12, 0.10, 0.08, 0.10, -0.65, -0.04, 0.18, 0.16, 0.12, 0.07, 0.11, 0.10, -0.65, -0.02, 0.21, 0.17, 0.16, 0.03, 0.10, 0.12, -0.58, -0.03, 0.17, 0.20, 0.10, 0.09, 0.10, 0.08, -0.55, -0.04, 0.20, 0.17, 0.09, 0.05, 0.11, 0.09, -0.51, -0.08, 0.20, 0.18, 0.09, 0.11, 0.10, 0.07, -0.08, 0.03, 0.05, -0.25, -0.25, -0.09, -0.11, 0.14, 0.13, 0.13, 0.14, 0.10, 0.03, -0.25, -0.17, -0.07, -0.12, 0.12, 0.11, 0.11, 0.10, 0.08, 0.05, -0.16, -0.23, -0.09, -0.11, 0.13, 0.09, 0.13, 0.09, 0.11, 0.04, -0.20, -0.19, -0.12, -0.11, 0.11, 0.13, 0.12, 0.16, 0.06, 0.07]
}

No. 2
{
  "formula": "C22H40N3O8",
  "method": "wB97M-V/def2-TZVPD",
  "lumo_energy_ev": -1.99,
  "total_energy_ev": -44305.2513,
  "charge": 1,
  "species": ["C", "C", "N", "C", "C", "C", "C", "O", "N", "C", "N", "C", "C", "C", "O", "H", "H", "H", "H", "H", "H", "H", "H", "H", "H", "H", "H", "H", "H", "H", "H", "O", "C", "O", "C", "C", "C", "H", "H", "H", "H", "H", "H", "H", "H", "O", "C", "O", "C", "C", "C", "H", "H", "H", "H", "H", "H", "H", "H", "O", "C", "O", "C", "C", "C", "H", "H", "H", "H", "H", "H", "H", "H"],
  "coordinates": [[1.34, -0.70, 4.01], [0.76, -0.60, 2.97], [0.09, -0.47, 1.77], [0.08, 0.93, 1.21], [-1.41, 1.35, 1.18], [-1.67, 2.52, 2.13], [-3.13, 2.68, 2.49], [-3.50, 3.10, 3.55], [-2.08, 0.11, 1.59], [-1.25, -0.86, 1.94], [-1.59, -2.04, 2.36], [-2.96, -2.49, 2.60], [-3.73, -1.69, 3.64], [-3.28, -1.98, 5.08], [-2.01, -2.62, 5.07], [1.70, -0.73, 5.01], [0.52, 0.96, 0.22], [0.69, 1.51, 1.89], [-1.76, 1.59, 0.18], [-1.08, 2.47, 3.04], [-1.38, 3.44, 1.61], [-3.86, 2.40, 1.70], [-2.99, -0.12, 1.19], [-0.84, -2.69, 2.54], [-2.90, -3.52, 2.95], [-3.49, -2.52, 1.64], [-4.78, -1.99, 3.54], [-3.71, -0.62, 3.45], [-3.25, -1.04, 5.64], [-4.03, -2.60, 5.58], [-1.76, -2.81, 5.98], [3.07, 1.02, 1.22], [3.81, 0.19, 0.74], [5.01, 0.59, 0.30], [6.03, -0.31, -0.15], [5.83, -0.69, -1.61], [3.39, -1.25, 0.56], [6.09, -1.19, 0.50], [6.96, 0.24, -0.03], [4.89, -1.23, -1.76], [6.65, -1.33, -1.95], [5.80, 0.20, -2.23], [2.83, -1.33, -0.36], [2.75, -1.52, 1.40], [4.22, -1.95, 0.53], [-3.98, -0.22, -1.64], [-4.70, -1.17, -1.78], [-4.77, -2.06, -0.76], [-5.71, -3.14, -0.72], [-5.21, -4.36, -1.47], [-5.45, -1.44, -3.06], [-6.69, -2.81, -1.08], [-5.82, -3.37, 0.34], [-5.08, -4.15, -2.53], [-5.92, -5.18, -1.36], [-4.25, -4.68, -1.07], [-4.78, -1.95, -3.75], [-5.73, -0.48, -3.49], [-6.35, -2.04, -2.93], [3.42, 2.03, -5.93], [3.97, 2.93, -5.36], [4.88, 2.62, -4.41], [5.71, 3.60, -3.77], [5.01, 4.25, -2.60], [3.63, 4.38, -5.62], [6.08, 4.33, -4.49], [6.58, 3.04, -3.42], [4.13, 4.81, -2.92], [5.69, 4.94, -2.09], [4.69, 3.50, -1.88], [2.76, 4.64, -5.03], [3.37, 4.48, -6.67], [4.43, 5.08, -5.40]],
  "lowdin_charge": [0.17, -0.17, 0.04, -0.04, -0.23, -0.09, -0.27, 0.08, 0.18, -0.29, 0.15, -0.14, -0.14, -0.23, -0.08, 0.05, 0.13, 0.12, 0.16, 0.13, 0.14, 0.13, 0.16, 0.17, 0.13, 0.11, 0.12, 0.10, 0.12, 0.12, 0.10, 0.08, -0.51, 0.01, -0.22, -0.05, 0.02, 0.11, 0.13, 0.07, 0.09, 0.08, 0.10, 0.06, 0.07, 0.09, -0.53, -0.03, -0.23, -0.06, 0.02, 0.12, 0.12, 0.07, 0.09, 0.08, 0.10, 0.10, 0.08, 0.11, -0.53, -0.01, -0.24, -0.06, 0.01, 0.11, 0.12, 0.07, 0.08, 0.08, 0.10, 0.09, 0.07]
}

No. 3
{
  "formula": "C7H25N12O9Pb",
  "method": "wB97M-V/def2-TZVPD",
  "relative_energy_kcal_mol": 0.0,
  "lumo_energy_ev": -1.96,
  "total_energy_ev": -49220.7431,
  "charge": 1,
  "species": ["Pb", "O", "C", "O", "O", "H", "C", "O", "N", "N", "H", "H", "H", "H", "C", "O", "N", "N", "H", "H", "H", "H", "C", "O", "N", "N", "H", "H", "H", "H", "C", "O", "N", "N", "H", "H", "H", "H", "C", "O", "N", "N", "H", "H", "H", "H", "C", "O", "N", "N", "H", "H", "H", "H"],
  "coordinates": [[-8.28, 7.61, 12.27], [-5.29, 7.47, 15.55], [-6.27, 7.32, 14.62], [-7.19, 8.16, 14.50], [-6.33, 6.36, 13.93], [-4.72, 6.71, 15.45], [-8.89, 11.32, 12.99], [-9.13, 10.17, 12.59], [-8.09, 11.43, 13.93], [-9.49, 12.40, 12.67], [-7.71, 12.29, 14.30], [-7.87, 10.49, 14.23], [-9.15, 13.27, 13.06], [-10.28, 12.47, 12.05], [-11.03, 7.46, 9.86], [-10.07, 7.40, 10.55], [-12.27, 7.40, 10.30], [-11.08, 7.49, 8.55], [-13.02, 7.48, 9.63], [-12.38, 7.15, 11.27], [-11.94, 7.60, 8.03], [-10.35, 7.14, 7.95], [-5.94, 5.88, 10.38], [-7.10, 6.04, 10.72], [-5.69, 5.54, 9.12], [-4.84, 5.94, 11.05], [-4.74, 5.45, 8.78], [-6.41, 5.49, 8.41], [-3.92, 5.89, 10.64], [-4.97, 5.71, 12.02], [-10.62, 6.90, 15.11], [-10.20, 7.57, 14.19], [-11.87, 6.49, 15.03], [-10.04, 6.63, 16.26], [-12.41, 6.66, 15.86], [-12.45, 6.56, 14.21], [-9.17, 7.14, 16.36], [-10.53, 6.23, 17.04], [-7.66, 8.95, 8.95], [-7.69, 8.94, 10.19], [-7.54, 10.04, 8.35], [-7.68, 7.92, 8.21], [-7.47, 10.20, 7.36], [-7.26, 10.77, 8.99], [-7.62, 7.92, 7.20], [-7.44, 7.02, 8.60], [-9.83, 4.27, 12.70], [-8.90, 5.04, 12.93], [-10.75, 3.89, 13.49], [-9.88, 3.68, 11.57], [-11.45, 3.33, 13.02], [-10.80, 4.25, 14.44], [-9.13, 4.00, 10.98], [-10.53, 2.99, 11.22]],
  "lowdin_charge": [1.72, 0.10, -0.90, -0.15, -0.02, 0.10, -0.81, -0.08, 0.20, 0.19, 0.14, 0.12, 0.12, 0.13, -0.73, -0.05, 0.18, 0.17, 0.11, 0.12, 0.11, 0.11, -0.71, -0.09, 0.16, 0.21, 0.11, 0.10, 0.13, 0.12, -0.75, -0.03, 0.14, 0.21, 0.11, 0.11, 0.13, 0.12, -0.78, -0.10, 0.21, 0.20, 0.13, 0.14, 0.13, 0.07, -0.79, -0.05, 0.21, 0.18, 0.12, 0.11, 0.12, 0.12]
}

No. 4
{
  "formula": "C5H6O",
  "method": "wB97M-V/def2-TZVPD",
  "relative_energy_kcal_mol": 69.0,
  "lumo_energy_ev": 1.12,
  "total_energy_ev": -7326.2945,
  "species": ["C", "C", "O", "C", "C", "C", "H", "H", "H", "H", "H", "H"],
  "coordinates": [[0.90, -0.60, 0.83], [-0.05, 0.58, 0.95], [0.26, 1.73, 0.18], [-0.90, 0.99, -0.18], [-0.77, 0.12, -1.33], [-0.43, -0.82, -2.01], [0.69, -1.11, -0.10], [0.76, -1.32, 1.64], [1.95, -0.29, 0.80], [-0.47, 0.79, 1.94], [-1.85, 1.48, -0.01], [-0.09, -1.56, -2.70]],
  "lowdin_charge": [-0.03, -0.29, 0.01, -0.28, -0.07, 0.12, 0.03, 0.08, 0.09, 0.14, 0.14, 0.04]
}

No. 5
{
  "formula": "C3H8N3",
  "method": "wB97M-V/def2-TZVPD",
  "relative_energy_kcal_mol": 152.8,
  "lumo_energy_ev": [-5.94, -5.57],
  "total_energy_ev": -7698.6519,
  "charge": 1,
  "species": ["C", "C", "C", "N", "N", "N", "H", "H", "H", "H", "H", "H", "H", "H"],
  "coordinates": [[1.29, -0.27, 0.10], [-0.63, 1.25, 0.18], [0.30, -1.38, 0.32], [0.61, 0.93, -0.45], [-1.43, 0.06, 0.39], [-0.97, -0.98, -0.52], [1.75, -0.25, 1.12], [2.06, -0.78, -0.55], [-0.47, 1.62, 1.24], [-1.04, 1.98, -0.61], [-0.08, -1.89, 1.16], [1.06, 1.81, -0.56], [-0.79, -0.46, -1.33], [-1.66, -1.65, -0.50]],
  "lowdin_charge": [-0.17, -0.25, 0.14, -0.06, 0.13, 0.06, 0.14, 0.15, 0.15, 0.18, 0.12, 0.13, 0.14, 0.14]
}

No. 6
{
  "formula": "C34H32N19O4RbSeTe",
  "method": "wB97M-V/def2-TZVPD",
  "relative_energy_kcal_mol": 34.4,
  "lumo_energy_ev": 3.68,
  "total_energy_ev": -145570.7240,
  "charge": -2,
  "species": ["Rb", "N", "C", "N", "N", "N", "N", "C", "N", "N", "N", "N", "H", "O", "C", "C", "C", "C", "C", "C", "C", "O", "N", "O", "O", "H", "H", "H", "H", "N", "C", "C", "C", "C", "N", "C", "C", "H", "H", "H", "H", "C", "Te", "C", "C", "C", "C", "C", "C", "C", "H", "H", "H", "H", "H", "H", "H", "H", "C", "N", "C", "N", "C", "N", "C", "N", "C", "C", "H", "H", "H", "H", "H", "H", "H", "H", "H", "H", "H", "H", "Se", "N", "C", "C", "C", "C", "N", "C", "N", "H", "H", "H"],
  "coordinates": [[-0.78, 0.03, 0.60], [0.12, 2.69, 2.91], [-1.00, 1.88, 2.71], [-2.01, 2.26, 1.92], [-2.87, 1.25, 1.99], [-2.40, 0.32, 2.76], [-1.22, 0.68, 3.25], [1.35, 2.23, 2.52], [2.28, 3.03, 2.00], [3.33, 2.23, 1.75], [3.05, 1.03, 2.12], [1.83, 0.98, 2.63], [-0.04, 3.62, 2.54], [-1.70, -1.70, -1.53], [-1.26, -2.32, -2.48], [0.04, -2.90, -2.65], [0.30, -3.63, -3.80], [1.51, -4.27, -4.00], [2.52, -4.18, -3.01], [2.31, -3.44, -1.90], [1.08, -2.73, -1.65], [0.94, -2.00, -0.65], [1.76, -4.99, -5.18], [2.83, -5.58, -5.30], [0.89, -5.00, -6.06], [-1.93, -2.51, -3.35], [-0.47, -3.72, -4.56], [3.45, -4.71, -3.17], [3.09, -3.32, -1.15], [-5.08, -3.37, 5.29], [-4.16, -3.10, 4.66], [-3.00, -2.85, 3.90], [-2.94, -3.16, 2.54], [-1.72, -3.05, 1.89], [-0.60, -2.67, 2.50], [-0.69, -2.28, 3.77], [-1.84, -2.36, 4.52], [-3.82, -3.51, 2.02], [-1.62, -3.32, 0.85], [0.23, -1.92, 4.20], [-1.85, -2.08, 5.56], [2.28, -3.75, 1.75], [2.15, -1.58, 1.63], [3.05, -1.71, 3.59], [3.56, -3.10, 3.78], [4.41, -3.42, 4.83], [4.91, -4.70, 4.98], [4.55, -5.68, 4.08], [3.69, -5.38, 3.03], [3.19, -4.09, 2.87], [2.62, -4.22, 0.82], [1.28, -4.15, 1.95], [2.33, -1.46, 4.36], [3.86, -0.99, 3.68], [4.69, -2.64, 5.52], [5.59, -4.92, 5.80], [4.94, -6.68, 4.18], [3.41, -6.15, 2.33], [-1.88, 1.54, -2.93], [-2.59, 2.36, -3.93], [-2.20, 3.75, -3.72], [-2.52, 4.22, -2.37], [-1.82, 3.35, -1.41], [-2.21, 1.96, -1.57], [-3.64, 1.85, -1.37], [-4.39, 2.68, -2.33], [-4.02, 2.24, -3.68], [-3.95, 4.06, -2.17], [-0.81, 1.65, -3.08], [-2.18, 0.50, -3.07], [-2.72, 4.38, -4.45], [-1.12, 3.83, -3.87], [-2.06, 3.68, -0.40], [-0.74, 3.44, -1.58], [-3.89, 2.18, -0.36], [-3.96, 0.81, -1.50], [-4.56, 2.86, -4.41], [-4.32, 1.20, -3.81], [-4.21, 4.38, -1.15], [-4.49, 4.69, -2.89], [3.22, 3.99, 0.01], [4.36, 3.64, -1.27], [3.69, 3.04, -2.26], [4.22, 2.53, -3.45], [3.34, 1.97, -4.35], [1.97, 1.96, -4.06], [1.43, 2.44, -2.96], [2.26, 2.96, -2.06], [1.84, 3.43, -0.88], [5.28, 2.58, -3.64], [3.69, 1.54, -5.28], [1.27, 1.54, -4.78]],
  "lowdin_charge": [0.82, 0.13, -0.59, -0.02, -0.17, -0.17, -0.02, -0.47, -0.13, -0.19, -0.16, -0.06, 0.13, -0.07, -0.24, -0.12, 0.04, -0.20, 0.00, 0.00, -0.37, -0.28, -0.38, 0.01, 0.01, 0.12, 0.12, 0.11, 0.10, 0.14, -0.19, -0.23, 0.00, -0.14, 0.01, -0.15, 0.00, 0.12, 0.11, 0.09, 0.12, -0.39, 1.43, -0.42, -0.29, -0.06, -0.12, -0.12, -0.06, -0.28, 0.04, 0.05, 0.04, 0.04, 0.11, 0.09, 0.09, 0.11, -0.18, -0.09, -0.19, -0.09, -0.17, -0.11, -0.18, -0.09, -0.20, -0.19, 0.10, 0.11, 0.12, 0.12, 0.11, 0.10, 0.11, 0.13, 0.12, 0.12, 0.12, 0.12, 1.22, -0.25, -0.41, -0.02, -0.08, -0.16, 0.11, -0.45, -0.20, 0.11, 0.09, 0.10]
}